Record 1
35
Properties=species:S:1:pos:R:3 method="wB97M-V/def2-TZVPD" multiplicity=2 homo_ev="-8.75 / -7.89" lumo_energy_ev="-0.875 / -0.851" gap_ev="7.87 / 7.04" energy_ha=-2824.37750
Co -0.7766 -0.3436 -0.2841
C 1.7642 -4.1645 -0.5244
C 3.0207 -3.7793 -0.1025
C 3.2188 -2.4602 0.2627
C 2.1529 -1.5748 0.1926
N 0.9387 -1.9435 -0.2142
C 0.7533 -3.2170 -0.5654
C 2.2738 -0.1478 0.5627
C 3.4712 0.3971 1.0065
C 3.5186 1.7355 1.3361
C 2.3666 2.4837 1.2104
C 1.2076 1.8671 0.7598
N 1.1576 0.5734 0.4403
C -0.0627 2.6064 0.6003
C -0.1820 3.9576 0.8885
C -1.4051 4.5784 0.7128
C -2.4656 3.8241 0.2545
C -2.2644 2.4787 -0.0105
N -1.0861 1.8738 0.1573
H 1.5548 -5.1824 -0.8211
H 3.8376 -4.4871 -0.0556
H 4.1925 -2.1350 0.5959
H -0.2433 -3.4710 -0.8878
H 4.3558 -0.2134 1.0943
H 4.4374 2.1874 1.6846
H 2.3710 3.5330 1.4600
H 0.6626 4.5265 1.2458
H -1.5196 5.6317 0.9317
H -3.4433 4.2575 0.0991
H -3.0638 1.8519 -0.3693
O -3.2807 -1.4894 -2.5053
S -2.9483 -1.4472 -1.1125
O -3.8853 -2.0342 -0.2017
O -1.5246 -1.9763 -0.8642
O -2.5794 -0.0136 -0.6769

=====

Record 2
45
Properties=species:S:1:pos:R:3 method="wB97M-V/def2-TZVPD" e_above_lowest_kcal_mol=2.55 homo_ev="-8.93 / -9.21" lumo_energy_ev="-2.565 / -3.109" gap_ev="6.37 / 6.10" energy_ha=-2996.61907
Ru -1.1107 -0.0963 0.2207
S -2.5476 1.1477 1.2317
C -3.3565 0.2239 2.4020
C -4.3725 0.8287 3.1989
N -5.1810 1.3328 3.8419
C -2.9522 -1.0957 2.5834
S -1.7101 -1.7657 1.6786
C -3.5609 -1.9165 3.5899
N -4.0418 -2.5797 4.3948
C 0.1819 0.8238 3.7593
C 1.0720 0.4983 2.6165
N 0.6972 0.2202 1.3801
C 1.8333 -0.0445 0.6584
C 2.9214 0.0954 1.4641
N 2.4160 0.4416 2.6904
C 4.3913 -0.0365 1.2867
O 4.8119 -0.3606 0.0849
O 5.1146 0.1741 2.2301
C 1.6896 -0.5553 -0.7257
O 2.7010 -0.7192 -1.4259
O 0.4940 -0.7969 -1.0726
H -0.7256 1.3000 3.3941
H 0.6733 1.4999 4.4571
H -0.0978 -0.0836 4.2967
H 3.0018 0.6004 3.4976
H 4.0455 -0.5080 -0.5510
S -0.8693 2.0703 -1.1292
C 0.1116 1.6459 -2.4679
N 1.3466 2.1006 -2.6578
C 1.9801 1.5263 -3.8449
C 0.8833 0.5678 -4.3604
N -0.2444 0.8700 -3.4792
H 1.8005 2.6822 -1.9763
H 2.8796 0.9846 -3.5620
H 2.2268 2.3025 -4.5683
H 1.1791 -0.4747 -4.2504
H 0.6193 0.7676 -5.3970
H -1.0627 0.2879 -3.3918
F -2.3954 -0.4191 -2.3690
C -2.4317 -1.0136 -1.1243
F -3.7302 -0.8880 -0.7220
C -2.2169 -2.5510 -1.4074
F -2.3065 -2.8287 -2.7106
F -1.0174 -2.9793 -0.9934
F -3.1402 -3.2791 -0.7709

=====

Record 3
32
Properties=species:S:1:pos:R:3 method="wB97M-V/def2-TZVPD" homo_ev=-11.77 total_charge=+1 lumo_energy_ev=-3.378 gap_ev=8.40 energy_ha=-1769.70470
In 1.8906 -1.5975 -1.2392
C 3.6798 2.0790 1.0819
C 2.8976 1.5697 -0.0827
O 2.9962 0.3837 -0.4399
C 1.9949 2.4821 -0.7468
C 1.5203 3.7776 -0.2241
C 0.2347 4.1295 -0.1577
C -0.9332 3.3216 -0.5421
C -1.2215 2.0592 -0.2201
C 1.4338 1.9697 -1.8501
O 0.9924 1.5033 -2.7943
H 4.4081 1.3349 1.3895
H 2.9888 2.2763 1.9066
H 4.1740 3.0204 0.8413
H 2.2791 4.4769 0.1059
H 0.0121 5.1406 0.1654
H -1.6908 3.8443 -1.1167
H -2.1415 1.6074 -0.5679
S -0.2238 1.0401 0.8148
C -0.9988 -0.5227 0.6038
N -0.3211 -1.5566 0.2046
C -1.1201 -2.6990 0.2074
C -0.7078 -3.9853 -0.1479
C -1.6330 -5.0048 -0.1146
C -2.9597 -4.7658 0.2691
C -3.3813 -3.5041 0.6296
C -2.4440 -2.4740 0.5975
S -2.6449 -0.8069 1.0238
H 0.3174 -4.1814 -0.4344
H -1.3323 -6.0077 -0.3845
H -3.6628 -5.5870 0.2883
H -4.4030 -3.3233 0.9337

=====

Record 4
31
Properties=species:S:1:pos:R:3 method="wB97M-V/def2-TZVPD" e_above_lowest_kcal_mol=3.24 homo_ev=-8.87 lumo_energy_ev=-1.125 gap_ev=7.74 energy_ha=-892.92500
C 2.3045 1.2353 1.9950
N 1.2421 1.6194 1.0921
C 1.3825 2.9606 0.4617
C 0.6966 0.6112 0.3522
N 1.5334 -0.1758 -0.3312
C 1.0462 -1.1616 -1.0796
C 1.9919 -1.8303 -1.8771
C 1.5236 -2.8769 -2.7030
C 0.1950 -3.3243 -2.6826
C -0.7824 -2.6123 -1.9096
C -0.3238 -1.4964 -1.1165
C -1.2070 -0.7492 -0.3111
O -2.5416 -1.0273 -0.2918
C -3.4314 -0.2834 0.4750
O -4.6564 -0.4328 0.4748
C -2.9036 0.7989 1.3536
C -3.6788 1.6011 2.2451
N -4.2066 2.2438 3.0506
C -1.5515 1.0908 1.2890
C -0.6793 0.3299 0.4155
H 2.0797 0.2883 2.4912
H 3.2424 1.1605 1.4493
H 2.3786 2.0168 2.7609
H 2.1193 3.0252 -0.3819
H 0.4155 3.2858 0.1009
H 1.6904 3.7286 1.2105
H 3.0257 -1.4674 -1.8503
H 2.1965 -3.3984 -3.3441
H -0.1171 -4.1822 -3.2788
H -1.8394 -2.9001 -1.8992
H -1.1447 1.9223 1.8392

=====

Record 5
43
Properties=species:S:1:pos:R:3 method="wB97M-V/def2-TZVPD" homo_ev=-16.67 total_charge=+3 lumo_energy_ev=-14.309 gap_ev=2.36 energy_ha=-3130.23346
O 4.5403 -4.2373 0.3285
C 3.4655 -3.7908 0.4145
F 2.9109 -3.7178 1.6846
N 2.6742 -3.3265 -0.7545
C 1.6206 -4.3481 -0.9213
O 0.8065 -4.6412 -0.1317
F 1.6423 -4.9938 -2.1279
C 2.1499 -2.0277 -0.5335
C 2.8018 -1.0783 0.4101
C 2.2742 0.3197 0.6108
P 3.2265 1.4117 1.8429
O 3.2169 3.0520 1.3047
O 4.8350 0.8128 1.8977
C 1.0394 0.8297 -0.0874
C 0.4351 2.2487 0.1183
C -0.3392 2.3438 1.5221
C -1.4966 1.2512 1.5935
S -3.1387 1.9363 2.0801
C -4.0673 2.0117 0.5159
S -4.4623 3.5021 -0.0330
N -4.4568 0.8633 -0.2692
C -4.8609 0.8935 -1.6071
C -5.2077 -0.5169 -2.0615
N -4.9828 -1.3438 -0.9789
C -4.5708 -0.5045 0.0510
C 0.3420 -0.0838 -1.0422
N -0.7748 0.1073 -1.7949
S -1.0837 -1.2509 -2.7106
N 0.1992 -2.1351 -2.1724
C 0.9402 -1.4805 -1.2458
H 3.7242 -1.3290 0.9853
H 3.5646 3.2131 0.3758
H 5.3478 1.0708 1.1125
H -0.3541 2.4592 -0.6643
H 1.1780 3.0834 0.0244
H 0.3778 2.1004 2.3534
H -0.7003 3.3899 1.7076
H -1.1935 0.4499 2.3286
H -1.6468 0.7133 0.6116
H -4.9409 1.8197 -2.2319
H -5.5757 -0.8078 -3.0776
H -4.3581 -0.9471 1.0559
Al 4.8978 2.6774 -0.4843

=====

Record 6
38
Properties=species:S:1:pos:R:3 method="wB97M-V/def2-TZVPD" e_above_lowest_kcal_mol=7.15 homo_ev=-8.38 lumo_energy_ev=-0.143 gap_ev=8.23 energy_ha=-2370.31536
Li 0.3881 -0.2246 -0.1173
O -3.8407 1.4384 0.5170
C -2.6041 0.9510 0.3627
O -1.8023 1.4218 -0.4049
C -2.3216 -0.2414 1.2119
C -3.2786 -0.8970 1.9666
C -2.8924 -2.0520 2.6399
C -1.5898 -2.5016 2.5392
C -0.6887 -1.7639 1.7764
N -1.0596 -0.6622 1.1400
C 0.7769 -2.1802 1.5374
O 1.1170 -3.2856 1.9334
O 1.4483 -1.2995 0.9084
H -3.9479 2.1931 -0.0751
H -4.2914 -0.5250 2.0179
H -3.6174 -2.6010 3.2266
H -1.2555 -3.4065 3.0265
N 3.1845 0.8289 0.2168
C 2.6339 1.2135 -0.9532
N 1.4050 0.9778 -1.2971
C 1.1168 1.4716 -2.5555
C -0.1098 1.3878 -3.2081
C -0.2253 1.9064 -4.4865
C 0.8580 2.5070 -5.1252
C 2.0777 2.6258 -4.4789
C 2.1882 2.1164 -3.1954
S 3.5797 2.1108 -2.1408
H 2.7054 0.0650 0.6946
H 4.1846 0.8576 0.2944
H -0.9525 0.9389 -2.6996
H -1.1782 1.8538 -4.9978
H 0.7506 2.8833 -6.1338
H 2.9250 3.1021 -4.9545
Cl -0.4100 -2.0252 -1.6327
C -0.8869 -2.6850 -3.2068
Cl -2.6422 -2.8619 -3.3325
H -0.4361 -3.6633 -3.3098
H -0.5569 -1.9980 -3.9767

=====

Record 7
36
Properties=species:S:1:pos:R:3 method="wB97M-V/def2-TZVPD" e_above_lowest_kcal_mol=7.58 multiplicity=5 homo_ev="-11.25 / -11.35" total_charge=+1 lumo_energy_ev="-4.011 / -5.326" gap_ev="7.24 / 6.02" energy_ha=-4103.07115
Co -0.2078 -0.5379 -0.5416
Cl 3.8672 -4.3830 -4.2010
C 2.5290 -3.8002 -3.3227
C 1.3163 -4.5123 -3.3415
Cl 1.2017 -5.9562 -4.2349
C 0.2105 -4.0536 -2.6149
Cl -1.2722 -4.8933 -2.6554
C 0.3136 -2.8863 -1.8338
O -0.6346 -2.3850 -1.1358
C 1.5690 -2.1491 -1.8154
O 1.5675 -1.0728 -1.1194
C 2.6583 -2.6252 -2.5719
Cl 4.1281 -1.7605 -2.5464
C -1.7542 3.3700 -1.1895
C -1.0884 2.3068 -0.3829
O -1.0537 1.1400 -0.8139
C -0.4917 2.6193 0.9142
C 0.4978 1.7586 1.4143
C 1.0420 1.9638 2.6638
C 0.6097 3.0316 3.4378
C -0.3550 3.9018 2.9502
C -0.8979 3.7099 1.6948
H -1.9831 2.9936 -2.1844
H -1.1221 4.2531 -1.2592
H -2.6861 3.6662 -0.7105
H 0.8668 0.9403 0.7847
H 1.8053 1.2991 3.0356
H 1.0307 3.1899 4.4168
H -0.6795 4.7326 3.5592
H -1.6539 4.3925 1.3388
C -1.8791 -1.2252 2.1547
O -0.5924 -1.2555 1.5326
H -1.7815 -1.4827 3.2100
H -2.5655 -1.9203 1.6699
H -2.2615 -0.2104 2.0710
H -0.2541 -2.1583 1.6281

=====

Record 8
35
Properties=species:S:1:pos:R:3 method="wB97M-V/def2-TZVPD" e_above_lowest_kcal_mol=35.19 homo_ev=1.19 total_charge=-2 lumo_energy_ev=4.528 gap_ev=3.34 energy_ha=-3374.09840
Ga 0.0466 -0.0080 -0.1303
C -2.2635 -3.2958 -1.9956
O -3.3843 -2.4770 -1.7124
C -3.2078 -1.4492 -0.8013
C -4.3465 -0.7036 -0.6097
C -4.4070 0.3846 0.2799
C -3.2747 0.7097 0.9982
C -2.1170 -0.0345 0.8073
C -0.9738 0.3063 1.7575
N -0.0327 1.1625 1.5036
N 1.0495 1.0993 2.4049
C 1.7924 0.1052 1.9972
O 1.4523 -0.7273 1.0537
C 3.1090 -0.1432 2.6486
C 3.4722 0.5911 3.7780
C 4.7095 0.4102 4.3743
C 5.6095 -0.5087 3.8452
C 5.2569 -1.2424 2.7221
C 4.0132 -1.0593 2.1303
C -1.9846 -1.1660 -0.1067
O -0.8666 -1.8540 -0.2094
H -2.6067 -4.0387 -2.7289
H -1.9263 -3.8416 -1.1142
H -1.4580 -2.7195 -2.4542
H -5.2292 -0.9804 -1.1769
H -5.3251 0.9471 0.4042
H -3.2728 1.5293 1.7077
H -0.9417 -0.2988 2.6711
H 2.7704 1.3120 4.1766
H 4.9722 0.9934 5.2493
H 6.5817 -0.6487 4.3044
H 5.9474 -1.9588 2.2930
H 3.7345 -1.6211 1.2481
O -0.8366 -0.1988 -1.7010
Cl -0.6193 2.2823 -0.8897

=====

Record 9
34
Properties=species:S:1:pos:R:3 method="wB97M-V/def2-TZVPD" homo_ev="-1.02 / -1.29" total_charge=-1 lumo_energy_ev="2.775 / 2.775" gap_ev="3.79 / 4.06" energy_ha=-2911.72219
Cu -1.1682 -0.2520 -1.0729
S 4.6601 0.2372 3.5244
N 4.5981 0.1757 1.8733
C 3.3151 0.0957 1.5478
C 2.7923 0.0157 0.2025
C 3.5794 0.0126 -0.9209
C 2.9852 -0.0635 -2.2017
C 1.6072 -0.1411 -2.2864
N 0.7805 -0.1476 -1.2393
C 1.3512 -0.0568 0.0484
C 0.5088 -0.0495 1.1167
N -0.8786 -0.1159 0.8582
C -1.7046 -0.1580 1.9077
C -1.2997 -0.1175 3.2284
C 0.0841 -0.0218 3.5090
C 0.9928 0.0158 2.4831
C 2.4235 0.1001 2.6787
N 3.0401 0.1820 3.8498
H 4.6553 0.0695 -0.8054
H 3.5811 -0.0694 -3.1038
H 1.1287 -0.2063 -3.2592
H -2.7633 -0.2148 1.6691
H -2.0369 -0.1462 4.0192
H 0.4461 0.0221 4.5294
C -3.1735 1.9034 -2.0658
O -3.5886 0.5534 -2.3295
C -2.7603 -0.4097 -1.9951
C -3.3851 -1.7209 -2.3630
H -3.3332 2.4758 -2.9771
H -2.1245 1.9223 -1.7750
H -3.7943 2.2960 -1.2633
H -4.4490 -1.6395 -2.5986
H -3.2224 -2.4366 -1.5570
H -2.8474 -2.1101 -3.2318

=====

Record 10
46
Properties=species:S:1:pos:R:3 method="wB97M-V/def2-TZVPD" homo_ev=-2.12 total_charge=-1 lumo_energy_ev=-0.074 gap_ev=2.05 energy_ha=-2242.15101
N 1.0512 -2.1822 3.6483
C 1.1999 -2.8699 2.7508
O 1.2636 -3.7036 1.6934
C 0.4974 -3.0072 0.6708
C 1.2990 -2.2377 -0.2830
C 0.5251 -1.4675 -1.3251
C 1.2546 -0.6260 -2.3900
C 2.2020 0.3909 -1.6536
O 1.5476 1.1391 -0.6139
C 1.2663 2.4319 -1.1734
C 0.2225 3.1323 -0.2234
F -0.8735 3.4835 -0.9712
F -0.2066 2.2637 0.7315
F 0.8041 4.2101 0.3833
C -0.8701 -1.6319 -1.1789
C -1.7370 -0.8449 -2.1690
F -1.3825 0.5149 -2.2324
F -1.5011 -1.4061 -3.4483
C -3.2785 -0.8776 -1.9488
F -3.5515 -0.4860 -0.6480
F -3.7091 -2.1643 -2.1822
C -4.1266 0.0798 -2.8816
F -5.2739 -0.6248 -3.2257
F -3.5255 0.4118 -4.0575
C -4.6292 1.4111 -2.2035
F -3.6537 2.1368 -1.6256
F -5.1381 2.2022 -3.2150
F -5.6801 1.2120 -1.3597
N -1.4133 -2.4645 -0.1937
N -0.7808 -3.1955 0.7830
H 2.4004 -2.2396 -0.2152
H 1.9370 -1.3364 -2.9415
H 0.6001 -0.1684 -3.1637
H 2.9970 -0.2196 -1.1416
H 2.7619 1.0680 -2.3568
H 2.1926 3.0459 -1.3281
H 0.8125 2.2413 -2.1859
H -2.4232 -2.5620 -0.1722
O 3.0086 0.7499 7.2181
C 3.7914 0.8615 6.2190
C 2.9712 0.3453 4.8268
O 3.7665 0.4238 3.8330
H 4.7237 0.2703 6.2305
H 4.1536 1.8734 5.9636
H 2.0556 0.9620 4.7935
H 2.5720 -0.6504 5.0812

=====

Record 11
36
Properties=species:S:1:pos:R:3 method="wB97M-V/def2-TZVPD" e_above_lowest_kcal_mol=0.00 multiplicity=2 homo_ev="1.62 / -0.92" total_charge=-2 lumo_energy_ev="5.212 / 5.195" gap_ev="3.59 / 6.12" energy_ha=-1595.57277
Hg 1.3537 0.0187 -1.0051
C 3.6598 -3.5359 -0.8020
O 3.3079 -3.9397 0.5090
C 1.9681 -3.7547 0.8296
C 1.2913 -4.8712 1.3087
C -0.0393 -4.7381 1.6960
C -0.6652 -3.5155 1.5645
C -0.0138 -2.3592 1.0702
C -0.7849 -1.1578 0.9948
N -0.3818 -0.0331 0.4229
N -1.1392 1.0561 0.4898
C -0.5408 2.1397 -0.0262
O 0.6474 2.1685 -0.5565
C -1.2971 3.3814 0.0528
C -0.7351 4.5804 -0.4309
C -1.4261 5.7773 -0.3544
C -2.7015 5.8364 0.2026
C -3.2707 4.6523 0.6856
C -2.5901 3.4545 0.6152
C 1.3865 -2.4752 0.7356
O 2.1701 -1.4562 0.4165
H 3.7706 -2.4537 -0.8689
H 2.8998 -3.8519 -1.5245
H 4.6047 -4.0305 -1.0401
H 1.8228 -5.8135 1.3683
H -0.5884 -5.5904 2.0831
H -1.7093 -3.4155 1.8472
H -1.7734 -1.1576 1.4595
H 0.2545 4.5308 -0.8652
H -0.9635 6.6818 -0.7383
H -3.2416 6.7748 0.2586
H -4.2643 4.6730 1.1233
H -3.0318 2.5414 0.9904
O 0.1959 -0.0490 -5.3726
S 0.2606 0.0884 -3.9067
N 1.5641 -0.1564 -3.2327

=====

Record 12
29
Properties=species:S:1:pos:R:3 method="wB97M-V/def2-TZVPD" e_above_lowest_kcal_mol=60.98 homo_ev=-8.47 lumo_energy_ev=-0.513 gap_ev=7.95 energy_ha=-688.22529
C 3.8437 -1.1412 0.2976
C 2.8793 -1.8218 -0.5854
C 1.7774 -1.0272 -1.1324
C 1.6554 0.3939 -0.8046
C 0.4130 1.1819 -1.3940
C -0.7137 1.0923 -0.2851
C -0.8048 2.2119 0.6258
C -1.8642 2.1859 1.6832
C -2.7672 1.0687 1.7649
C -2.6761 -0.0895 0.8143
N -3.6129 -1.1028 0.9552
C -3.4217 -2.1030 0.0623
C -2.3349 -2.1008 -0.9509
N -1.4280 -1.1120 -1.1496
C -1.6352 -0.1004 -0.2235
C 2.6190 1.1102 0.0573
C 3.7261 0.2950 0.6009
H 4.6825 -1.7271 0.7531
H 2.9493 -2.9034 -0.8480
H 0.9985 -1.4820 -1.7915
H 0.0761 0.7493 -2.3723
H 0.6787 2.2552 -1.5889
H -0.0917 3.0639 0.5428
H -1.9610 3.0130 2.4212
H -3.5715 1.0447 2.5441
H -4.1181 -2.9771 0.0914
H -2.2763 -2.9859 -1.6403
H 2.5086 2.1958 0.2990
H 4.4697 0.8124 1.2530

=====

Record 13
38
Properties=species:S:1:pos:R:3 method="wB97M-V/def2-TZVPD" e_above_lowest_kcal_mol=37.87 multiplicity=4 homo_ev="-6.08 / -7.33" lumo_energy_ev="-0.340 / -0.957" gap_ev="5.74 / 6.38" energy_ha=-3191.68981
Ti -1.3129 -0.2088 0.3962
N 1.5515 2.8535 1.9140
C 0.4406 2.1671 1.6071
N 0.3987 1.1558 0.8037
C 1.5815 0.7211 0.1886
N 1.5600 -0.2889 -0.6054
N 0.3062 -0.8263 -0.6940
C 0.1537 -1.8154 -1.5729
C -1.1273 -2.4032 -1.6171
C -1.4588 -3.5032 -2.4346
C -2.6992 -4.0718 -2.3207
C -3.6133 -3.5506 -1.3888
C -3.2499 -2.4518 -0.6498
N -2.0516 -1.8550 -0.7735
C 2.8221 1.4363 0.4729
C 4.0436 1.0738 -0.0997
C 5.1909 1.7765 0.2048
C 5.1398 2.8535 1.0876
C 3.9426 3.2267 1.6647
C 2.7895 2.5146 1.3539
H 1.4882 3.6168 2.5664
H -0.4798 2.4914 2.0810
H 0.9861 -2.1562 -2.1744
H -0.7186 -3.8908 -3.1212
H -2.9694 -4.9223 -2.9324
H -4.5870 -3.9946 -1.2445
H -3.9192 -2.0089 0.0802
H 4.0620 0.2334 -0.7785
H 6.1338 1.4905 -0.2403
H 6.0421 3.4004 1.3248
H 3.8911 4.0605 2.3539
S -4.8912 -0.2260 2.6786
Sb -2.8173 0.6113 2.9091
S -1.3216 -1.2360 2.4626
S -2.0307 1.6969 -1.0951
N -4.4953 0.4430 -0.6169
C -3.4029 0.9060 -0.7476
H -5.3781 0.6807 -1.0428